Model one:
Molecular formula: C3H4I2O
Method: DFT, wB97M-V/def2-TZVPD

```
! RIJCOSX wB97M-V def2-TZVPD def2/J DEFGRID3
* xyz 0 1
C -0.6795 0.9406 -1.3615
C -0.8286 0.0815 -0.4247
C 0.8716 -0.1058 0.9828
O 0.7347 -1.2155 1.7246
I -2.2710 -1.3665 0.1518
I 2.6400 0.0631 -0.1879
H -1.4208 1.1906 -2.2027
H 0.2887 1.3284 -1.5245
H 0.5776 0.8721 1.4208
H 0.0873 -1.7885 1.4214
*
```

As for the HOMO-LUMO gap: 8.77 eV. Its LUMO energy is -0.020 eV.

***

Model two:
Molecular formula: C3H4I2O
Method: DFT, wB97M-V/def2-TZVPD

```
! RIJCOSX wB97M-V def2-TZVPD def2/J DEFGRID3
* xyz 0 1
C 0.0224 -0.7364 0.8231
C 0.5521 -0.7379 -0.3957
C -0.5383 1.8646 -1.4378
O -0.9250 1.5497 -0.3837
I 2.3033 0.1429 -0.9432
I -1.0844 0.8517 -3.1439
H -1.0163 -1.0228 1.0397
H 0.4296 -0.3021 1.7265
H 0.1269 -1.0745 -1.2146
H 0.0675 2.8569 -1.5013
*
```

As for the HOMO-LUMO gap: 9.44 eV. Its LUMO energy is 0.302 eV. Its structure (SMILES) is C=CI.O=CI.

***

Quick ranking, most stable first: model two, model one.

***

Model one:
Molecular formula: C5H8N2S
Method: DFT, wB97M-V/def2-TZVPD

```
! RIJCOSX wB97M-V def2-TZVPD def2/J DEFGRID3
* xyz 0 1
C -1.9961 1.5054 0.2403
C 1.5138 1.1801 -0.2079
C 2.3669 -0.1133 -0.1058
C 1.3759 -1.1247 0.4489
C -0.0220 -0.6533 0.0086
H -2.6094 2.3430 0.3818
H -2.5355 0.5531 0.2531
H 1.5442 1.8820 0.6375
H 1.7449 1.8792 -1.0451
H 3.2286 0.0024 0.6101
H 2.8550 -0.4640 -1.0217
H 1.6312 -2.1303 0.1411
H 1.2901 -1.1557 1.5928
N -0.7856 1.7571 0.0052
N 0.1558 0.7149 -0.1538
S -1.3857 -1.5613 -0.1759
*
```

As for the HOMO-LUMO gap: 8.74 eV. Its LUMO energy is 0.397 eV. Its structure (SMILES) is C=NN1CCCC1=S.

***

Model two:
Molecular formula: C5H8N2S
Method: DFT, wB97M-V/def2-TZVPD

```
! RIJCOSX wB97M-V def2-TZVPD def2/J DEFGRID3
* xyz 0 1
C -2.2363 0.4160 -0.0688
C -0.8859 0.8710 0.5001
C -0.0230 -0.2276 -0.1698
C 1.0233 -0.9659 0.6721
C 0.8730 0.2496 -1.2986
H -3.0539 0.2843 0.6524
H -2.5965 1.0226 -0.9037
H -0.8536 0.7904 1.5714
H -0.6018 1.9253 0.2463
H 1.0403 -2.0172 0.4452
H 0.8387 -0.8536 1.7512
H 3.1158 -0.8821 0.2876
H 0.4944 0.6842 -2.2426
N 2.2742 -0.3046 0.2538
N 2.1160 0.1707 -1.0448
S -1.5247 -1.1633 -0.6520
*
```

As for the HOMO-LUMO gap: 9.54 eV. Its LUMO energy is 0.797 eV.

***

Model three:
Molecular formula: C5H8N2S
Method: DFT, wB97M-V/def2-TZVPD

```
! RIJCOSX wB97M-V def2-TZVPD def2/J DEFGRID3
* xyz 0 1
C 2.4036 -0.6964 -0.1838
C 0.2001 -1.5572 0.4910
C -1.2056 -1.1548 0.1627
C -1.1048 0.3462 0.0010
C 0.3484 0.6529 -0.1932
H 2.7626 1.1316 -0.5617
H 2.6786 -1.7346 0.0450
H 0.4820 -2.5915 0.2116
H 0.2526 -1.5278 1.6042
H -1.9914 -1.4119 0.8714
H -1.5783 -1.5114 -0.8161
H 0.4270 1.1515 -1.1632
H 0.5335 1.3533 0.6332
N 3.2299 0.2079 -0.4226
N 1.0330 -0.6144 -0.1457
S -2.3285 1.4026 0.0930
*
```

As for the HOMO-LUMO gap: 8.62 eV. Its LUMO energy is -0.329 eV. Its structure (SMILES) is [H]/N=C\N1CCC(=S)C1.

***

Quick ranking, most stable first: model three, model two, model one.

***

Model one:
Molecular formula: C2H4N2S
Method: DFT, wB97M-V/def2-TZVPD

```
! RIJCOSX wB97M-V def2-TZVPD def2/J DEFGRID3
* xyz 0 1
C 0.2494 0.2728 -0.1450
C -0.7547 0.5160 0.9613
N 0.9543 -0.6580 0.6848
N -0.0979 -0.5861 1.6921
S 0.1168 1.0726 2.4263
H -0.2219 -0.2521 -1.0572
H 1.0219 1.1011 -0.3389
H -1.7657 0.7867 0.7530
H 0.8359 -1.6073 0.4654
*
```

As for the HOMO-LUMO gap: 9.80 eV. Its LUMO energy is 0.680 eV. Its structure (SMILES) is C1NN2S[C@@H]12.

***

Model two:
Molecular formula: C2H4N2S
Method: DFT, wB97M-V/def2-TZVPD

```
! RIJCOSX wB97M-V def2-TZVPD def2/J DEFGRID3
* xyz 0 1
C -0.5755 0.5369 -0.0280
C 0.3300 -0.8161 -0.2822
N -1.2218 0.8267 1.1926
N 0.8443 -1.1545 -1.4841
S 2.0912 -0.4812 -0.7134
H 0.3053 1.3470 -0.1848
H -1.1611 0.5690 -1.0115
H 0.2047 -1.5704 0.3969
H -0.8171 0.7427 2.1146
*
```

As for the HOMO-LUMO gap (spin up / spin down): 8.99 / 7.61 eV. Its LUMO energy (spin up / spin down) is -0.744 / -0.953 eV.

***

Quick ranking, most stable first: model one, model two.

***

Model one:
Molecular formula: C2H4N2S
Method: DFT, wB97M-V/def2-TZVPD

```
! RIJCOSX wB97M-V def2-TZVPD def2/J DEFGRID3
* xyz 0 1
C 1.2145 -0.1965 -1.0829
C -1.1105 -0.3080 1.5992
N 0.3543 -0.5319 -0.2305
N 0.0613 -0.7408 0.9712
S -1.7173 -1.0313 3.1175
H 1.9376 0.4923 -0.6987
H 1.1568 -0.6726 -2.1311
H -0.7326 0.7579 1.8161
H -2.0298 -0.4740 0.9364
*
```

As for the HOMO-LUMO gap (spin up / spin down): 5.49 / 9.35 eV. Its LUMO energy (spin up / spin down) is -1.977 / 0.152 eV.

***

Model two:
Molecular formula: C2H4N2S
Method: DFT, wB97M-V/def2-TZVPD

```
! RIJCOSX wB97M-V def2-TZVPD def2/J DEFGRID3
* xyz 0 1
C 0.8202 -0.7012 -0.1458
C -1.4055 0.4302 -0.0513
H 2.3906 0.0713 0.5074
H 0.1783 -1.4999 -0.3828
H 0.2870 1.3655 0.1064
H -1.8287 1.4704 -0.1042
N 2.1007 -0.7754 0.0604
N -0.0909 0.4094 -0.0391
S -2.4515 -0.7702 0.0489
*
```

As for the HOMO-LUMO gap: 8.88 eV. Its LUMO energy is 0.009 eV. Its structure (SMILES) is [H]/N=C\NC=S.

***

Quick ranking, most stable first: model two, model one.